# C4H8IN3S

A structure of composition C4H8IN3S (ωB97M-V with the def2-TZVPD basis set, the Open Molecules 2025 dataset).

Positions of all 17 atoms, in Å:
I 4.5254 -0.3947 0.1415
S 1.5491 0.5663 -0.6338
N -2.1646 0.2782 -0.5863
N -0.9501 -0.2775 -0.8524
N 0.0906 0.3865 0.1120
C -0.6702 1.5386 0.6888
C 2.4661 -0.4252 0.5775
C -2.0448 1.2371 0.1923
C -0.7578 -1.6863 -0.9920
H -1.6297 -2.0302 -1.6456
H 2.0530 -1.3336 0.4505
H 0.0648 -1.8380 -1.4979
H -0.5809 1.7212 1.7456
H -2.9339 1.8692 0.3206
H 2.1256 -0.1320 1.6243
H -0.2606 2.6327 0.2570
H -0.8818 -2.1122 0.0979

Its spin multiplicity is 1. The value obtained for the total energy is -27679.866 eV. The value obtained for the lowest unoccupied orbital energy is 0.451 eV. The orbital gap comes out at 8.6 eV.